[1]
Molecular formula: C32H45BrN2P2Zn
Method: DFT, ωB97M-V/def2-TZVPD

2S+1   1
Kohn-Sham gap   4.98 eV
LUMO energy   -6.92 eV
Relative energy (zero: lowest compared OMol25 entry of this formula, charge and spin)   95.8 kJ/mol
Charge   +2
Molar mass   665.0 g mol⁻¹

Last column: Löwdin charge in e.
Geometry (Å):
N1 2.93817 -8.69178 -0.90383  0.071
C1 2.44632 -8.41134 0.30375  -0.110
C2 1.97430 -7.13025 0.62618  -0.004
C3 2.04041 -6.10506 -0.34558  -0.207
C4 2.45818 -6.48570 -1.64188  -0.006
C5 2.93268 -7.78282 -1.87522  -0.110
C6 1.61002 -4.74261 -0.03278  0.005
Zn1 0.34270 -0.01768 0.65014  0.732
P1 -3.55839 2.87077 -1.26107  0.957
C7 1.69350 -3.67076 -0.88505  -0.045
C8 0.57158 -2.75203 -0.92999  -0.256
C9 -0.07196 -2.50564 -2.16689  -0.029
C10 -1.46031 -2.43764 -2.21564  -0.090
C11 -2.25714 -2.32055 -1.06775  -0.634
C12 -1.60386 -2.34398 0.18697  -0.090
C13 -0.18108 -2.46881 0.25754  -0.155
Br1 -4.10417 -1.96392 -1.38152  0.864
H1 1.08520 -4.65425 0.92062  0.116
H2 2.41146 -3.72621 -1.71407  0.121
H3 1.60556 -6.92993 1.62956  0.112
H4 2.41593 -5.75607 -2.44200  0.101
H5 2.45977 -9.20117 1.06135  0.119
H6 3.35310 -8.04620 -2.85161  0.120
H7 0.51527 -2.61745 -3.08166  0.130
H8 0.31049 -2.68355 1.21838  0.107
H9 -1.98551 -2.52864 -3.18068  0.124
H10 -2.16677 -2.24695 1.12182  0.121
P2 1.58509 1.29770 -0.70677  0.896
C14 -4.49377 1.45038 -0.61462  -0.477
C15 -5.87803 1.43596 -1.26128  -0.175
H11 -4.57193 1.54623 0.47312  0.078
H12 -3.95676 0.52231 -0.84835  -0.033
H13 -6.53582 0.69847 -0.79965  0.070
H14 -6.35758 2.41261 -1.16540  0.068
H15 -5.82542 1.19905 -2.32443  0.068
C16 -2.72262 2.11565 -2.72764  -0.419
C17 -2.93949 3.00218 -3.96895  -0.169
H16 -3.16812 1.11390 -2.87506  0.069
H17 -1.64766 2.00573 -2.50016  0.027
H18 -2.55605 2.49277 -4.86477  0.068
H19 -4.01173 3.20896 -4.12443  0.072
H20 -2.40809 3.96384 -3.87947  0.072
C18 -2.29293 3.40385 -0.06867  -0.457
C19 -2.67261 4.74021 0.59054  -0.169
H21 -1.32671 3.47249 -0.58873  0.055
H22 -2.24177 2.58644 0.66350  0.038
H23 -1.79656 5.21502 1.04126  0.062
H24 -3.10284 5.46298 -0.11716  0.069
H25 -3.40291 4.57295 1.38478  0.068
C20 2.21672 2.90422 -0.04447  -0.360
C21 3.70186 3.23254 -0.21957  -0.115
H26 1.91989 2.96066 1.01362  0.073
H27 1.62910 3.66522 -0.58217  0.089
H28 4.34977 2.71996 0.49939  0.069
H29 4.06897 3.00957 -1.22839  0.083
H30 3.84996 4.30736 -0.06174  0.094
C22 1.21057 1.76253 -2.41888  -0.372
C23 1.45983 0.72231 -3.50002  -0.117
H31 1.80532 2.66450 -2.62727  0.104
H32 0.16137 2.08429 -2.44789  0.048
H33 2.52026 0.46729 -3.59951  0.080
H34 0.90781 -0.21206 -3.34183  0.053
H35 1.14076 1.11498 -4.47313  0.095
C24 3.01621 0.18006 -0.77364  -0.408
C25 3.61269 -0.10897 0.60104  -0.126
H36 3.75047 0.64099 -1.45046  0.099
H37 2.66238 -0.75465 -1.24788  0.072
H38 4.07488 -1.09757 0.61755  0.089
H39 4.38875 0.61286 0.84974  0.073
H40 2.88701 -0.10084 1.41826  0.044
N2 -0.22547 1.10691 2.10159  0.097
C26 -0.39081 1.65872 3.13650  -0.014
C27 -0.14713 2.01852 4.50776  -0.212
C28 1.06375 1.52075 5.05281  -0.020
C29 1.28631 1.55487 6.43722  -0.035
C30 0.32613 2.18700 7.24331  -0.026
C31 -0.80205 2.82784 6.70221  -0.030
C32 -1.03715 2.75847 5.32173  -0.001
H41 1.83316 1.08706 4.39533  0.120
H42 2.20249 1.09336 6.84040  0.129
H43 0.48629 2.18929 8.32250  0.125
H44 -1.48967 3.37555 7.35591  0.128
H45 -1.89158 3.27691 4.88322  0.128

***

[2]
Molecular formula: C32H45IN7O5PSTl
Method: DFT, ωB97M-V/def2-TZVPD

2S+1   1
Kohn-Sham gap   7.73 eV
LUMO energy   -2.60 eV
Relative energy (zero: lowest compared OMol25 entry of this formula, charge and spin)   82.9 kJ/mol
Charge   +1
Molar mass   1002.1 g mol⁻¹

Last column: Löwdin charge in e.
Geometry (Å):
Tl1 0.17095 0.08382 -0.12051  1.038
C1 -1.09914 2.92411 3.31608  -0.005
C2 -0.98361 1.80498 2.33276  -0.243
N1 0.08504 1.53424 1.69676  -0.025
N2 1.22782 2.23552 1.85386  0.095
C3 2.26300 1.49470 1.47304  -0.451
O1 2.18862 0.28661 1.08272  -0.118
C4 3.58420 2.17435 1.48344  -0.149
C5 3.81155 3.31302 2.25197  -0.024
C6 5.04690 3.94002 2.21215  -0.072
C7 6.05791 3.44095 1.39995  -0.080
C8 5.83116 2.30915 0.62747  -0.077
C9 4.59858 1.67578 0.67343  -0.040
C10 -2.11591 0.86352 2.11462  -0.205
C11 -3.34924 1.07277 2.71542  0.007
C12 -4.34624 0.12036 2.57109  -0.032
C13 -4.07732 -1.02534 1.84413  -0.037
C14 -2.82473 -1.15269 1.26511  -0.121
N3 -1.87335 -0.23479 1.38595  0.073
H1 -0.17082 3.48553 3.33691  0.072
H2 -1.31061 2.53996 4.31629  0.097
H3 -1.91517 3.59379 3.03666  0.091
H4 3.01697 3.69592 2.87725  0.108
H5 5.22337 4.82051 2.81645  0.106
H6 7.02159 3.93282 1.37246  0.105
H7 6.61662 1.91980 -0.00838  0.104
H8 4.39243 0.80285 0.06806  0.095
H9 -3.52203 1.96700 3.29663  0.114
H10 -5.31421 0.27013 3.03053  0.118
H11 -4.81392 -1.80658 1.71968  0.111
H12 -2.56820 -2.02657 0.68005  0.095
I1 -5.69096 5.73395 -4.29590  0.887
C15 -4.29014 4.34394 -3.62292  -0.736
C16 -3.93456 4.32221 -2.28133  -0.141
C17 -3.00192 3.39690 -1.83844  -0.011
C18 -2.42413 2.50004 -2.73040  -0.130
C19 -2.78653 2.53490 -4.07174  -0.015
C20 -3.72118 3.45215 -4.52301  -0.142
C21 -1.39851 1.50368 -2.27824  -0.610
O2 -0.82047 0.77704 -3.07764  -0.018
O3 -1.17745 1.51107 -0.99464  -0.121
H13 -4.37900 5.02405 -1.58875  0.094
H14 -2.71174 3.37078 -0.79702  0.115
H15 -2.32153 1.83714 -4.75608  0.119
H16 -4.00260 3.47811 -5.56689  0.095
C22 0.92998 -2.12888 2.92414  -0.072
N4 1.06160 -3.30123 2.06134  -0.292
C23 0.85939 -4.57487 2.73642  -0.099
P1 1.60204 -3.10475 0.53128  0.547
O4 0.93783 -1.92243 -0.12421  -0.325
N5 3.22050 -2.89952 0.51510  -0.291
C24 4.09870 -3.62262 1.42100  -0.072
C25 3.89399 -2.15171 -0.54229  -0.077
N6 1.23681 -4.51607 -0.23089  -0.294
C26 -0.17492 -4.81981 -0.44779  -0.095
C27 2.12370 -5.05290 -1.25826  -0.078
H17 1.60599 -2.21128 3.77944  0.096
H18 -0.09319 -2.04121 3.29805  0.088
H19 1.19156 -1.22041 2.38499  0.046
H20 1.52834 -4.66150 3.59749  0.085
H21 1.05443 -5.39983 2.05751  0.077
H22 -0.16824 -4.65202 3.10138  0.089
H23 3.53988 -3.99237 2.27846  0.073
H24 4.87351 -2.94606 1.78535  0.094
H25 4.58593 -4.47163 0.92984  0.087
H26 3.17538 -1.55460 -1.09884  0.073
H27 4.42623 -2.82186 -1.22521  0.087
H28 4.61543 -1.47186 -0.08815  0.081
H29 -0.77733 -4.40233 0.35853  0.076
H30 -0.31726 -5.90173 -0.46385  0.091
H31 -0.53237 -4.39886 -1.39268  0.077
H32 3.16308 -4.89986 -0.97949  0.066
H33 1.94816 -4.59337 -2.23688  0.094
H34 1.95094 -6.12611 -1.34850  0.091
C28 3.24745 2.99490 -2.37435  -0.226
S1 1.72020 2.08200 -2.54060  0.933
C29 2.07662 1.25574 -4.08308  -0.221
O5 1.86018 1.00543 -1.46972  -0.569
H35 3.29519 3.74149 -3.16782  0.067
H36 4.09165 2.30893 -2.42752  0.065
H37 3.22488 3.48426 -1.40152  0.060
H38 2.17815 2.00849 -4.86487  0.069
H39 1.22287 0.61271 -4.28468  0.046
H40 2.99649 0.68280 -3.97192  0.067
C30 -3.77432 -3.66805 -3.07754  -0.085
C31 -3.39476 -2.19086 -3.19928  -0.194
C32 -2.36311 -1.79873 -2.23998  -0.148
N7 -1.53872 -1.47646 -1.51253  0.189
H41 -4.57515 -3.89943 -3.77696  0.080
H42 -4.12174 -3.90228 -2.07185  0.078
H43 -2.92476 -4.30988 -3.30725  0.078
H44 -4.25798 -1.54345 -3.03976  0.125
H45 -3.00727 -1.96179 -4.19314  0.127

***

[3]
Molecular formula: C32H45N4O4PdS4Si3
Method: DFT, ωB97M-V/def2-TZVPD

2S+1   1
Kohn-Sham gap   7.44 eV
LUMO energy   2.27 eV
Relative energy (zero: lowest compared OMol25 entry of this formula, charge and spin)   0.0 kJ/mol
Charge   -1
Molar mass   868.7 g mol⁻¹

Last column: Löwdin charge in e.
Geometry (Å):
Pd1 -0.34738 -0.82032 -0.34124  0.714
C1 0.57261 1.16293 2.24292  -0.174
Si1 -0.19814 -0.50556 2.65112  0.382
C2 -0.89882 -0.30473 4.40471  -0.176
C3 1.25203 -1.70196 2.84025  -0.178
C4 -1.50165 -1.08080 1.45244  -0.543
Si2 -3.08120 -0.07219 1.45789  0.409
C5 -4.27495 -0.79241 2.75154  -0.189
C6 -4.00143 -0.11960 -0.18701  -0.174
C7 -2.91392 1.72207 2.01806  -0.170
Si3 -1.80457 -2.87369 1.49939  0.417
C8 -3.17275 -3.45997 0.35100  -0.165
C9 -2.08114 -3.67145 3.18435  -0.169
C10 -0.23603 -3.60591 0.74005  -0.291
C11 0.25962 -4.88503 0.96014  -0.065
C12 1.36797 -5.33437 0.26463  -0.063
C13 1.95235 -4.48455 -0.65727  -0.048
C14 1.43063 -3.21528 -0.83088  -0.128
N1 0.36938 -2.77397 -0.14224  -0.056
H1 1.49289 1.27963 2.82620  0.036
H2 -0.09565 1.98702 2.50293  0.014
H3 0.82417 1.26378 1.18766  0.009
H4 -0.08422 -0.18872 5.12653  0.026
H5 -1.49065 -1.17181 4.71016  0.015
H6 -1.54080 0.57342 4.48523  0.009
H7 1.88463 -1.33787 3.65544  0.029
H8 1.86168 -1.73888 1.93421  0.028
H9 0.95159 -2.72250 3.08724  0.016
H10 -4.50703 -1.84655 2.58693  0.005
H11 -5.22171 -0.24417 2.72244  0.028
H12 -3.86439 -0.69319 3.76055  0.022
H13 -4.81580 -0.84865 -0.17505  0.021
H14 -3.32521 -0.35823 -1.00651  0.019
H15 -4.43777 0.86049 -0.39856  0.031
H16 -2.52033 1.80337 3.03225  0.009
H17 -3.90771 2.18055 2.01843  0.033
H18 -2.26587 2.28899 1.34868  0.006
H19 -4.14709 -3.06630 0.64279  0.016
H20 -3.23511 -4.55179 0.35365  0.031
H21 -2.97162 -3.13014 -0.67060  0.038
H22 -2.94024 -3.21042 3.67590  0.020
H23 -1.21646 -3.53666 3.83872  0.023
H24 -2.28305 -4.74311 3.10104  0.026
H25 -0.23583 -5.51938 1.68469  0.102
H26 1.76751 -6.32633 0.43607  0.105
H27 2.81338 -4.78288 -1.23938  0.101
H28 1.88883 -2.52179 -1.51780  0.028
S1 0.05673 -2.15682 -6.80138  0.530
C15 0.80531 -1.65424 -5.40146  -1.108
S2 0.03580 -0.64122 -4.22424  1.005
C16 1.43589 -0.77239 -3.17491  -1.059
N2 2.38371 -1.49262 -3.68433  -0.004
N3 2.04595 -1.95106 -4.94371  -0.153
C17 3.01596 -2.78280 -5.57112  -0.208
C18 3.75279 -3.65561 -4.77908  -0.019
C19 4.71670 -4.46385 -5.35907  -0.091
C20 4.95088 -4.40459 -6.72560  -0.105
C21 4.22021 -3.52108 -7.50592  -0.085
C22 3.25471 -2.70461 -6.93629  -0.048
S3 1.57110 -0.06951 -1.59695  0.580
H29 3.57138 -3.67779 -3.71433  0.097
H30 5.28726 -5.14254 -4.73770  0.098
H31 5.70275 -5.03864 -7.17788  0.095
H32 4.40297 -3.45849 -8.57109  0.100
H33 2.68524 -2.01713 -7.54092  0.077
C23 0.97053 3.95755 4.58180  -0.048
C24 0.88751 4.63170 3.24073  -0.278
C25 -0.21417 5.42100 2.91437  -0.035
C26 -0.32068 6.01525 1.67040  -0.058
C27 0.68396 5.81994 0.73164  -0.292
C28 1.78994 5.04153 1.03322  -0.046
C29 1.88444 4.45424 2.28744  -0.039
S4 0.51601 6.54095 -0.87793  0.609
O1 1.78960 6.41839 -1.52269  -0.290
O2 -0.12384 7.81745 -0.71882  -0.304
N4 -0.54923 5.61941 -1.68618  -0.139
C30 -0.29668 4.19384 -1.93837  -0.194
C31 -0.95350 3.28621 -0.90998  -0.091
C32 -1.05472 1.83769 -1.38364  -0.664
O3 -1.07293 1.58052 -2.57599  -0.023
O4 -1.20277 0.99886 -0.40890  -0.263
H34 0.56561 4.59274 5.37033  0.078
H35 2.00064 3.70628 4.83390  0.079
H36 0.39675 3.02825 4.57351  0.068
H37 -0.99758 5.57099 3.64829  0.114
H38 -1.16944 6.64148 1.42624  0.114
H39 2.56350 4.90548 0.29002  0.115
H40 2.74502 3.84015 2.52459  0.115
H41 -1.50267 5.87123 -1.46219  0.112
H42 0.78367 4.04800 -1.95492  0.126
H43 -0.66305 3.94429 -2.93203  0.119
H44 -1.98230 3.62324 -0.73049  0.127
H45 -0.43969 3.31716 0.05197  0.101

***

> Which value of Kohn-Sham gap does entry 1 give?

4.98 eV

***

> What is the 2S+1 in the second record?

1